No. 1
The following is a quantum chemistry calculation of a structure of composition C51H56Cl2Ge2INOPbS4 at a distorted geometry, from the OMol25 dataset.

XYZ file:
```
119
Properties=species:S:1:pos:R:3:forces:R:3
Pb -1.2707 -2.0286 -2.7641 -0.2327 -0.8004 0.6166
I -6.4237 -2.9934 0.7223 0.4509 -0.2042 -1.1493
Ge -0.2594 0.8999 -1.0030 0.2539 0.2197 0.7604
Ge -0.0417 -1.7349 0.7078 -0.0223 -1.0595 0.2706
Cl 4.1316 -2.7314 -5.8279 -0.5076 -0.2476 0.3949
Cl 1.2602 -2.5001 -6.4513 0.4064 -0.3927 0.5597
S -0.5060 0.4127 1.1728 -0.6055 0.8481 -0.2020
S -1.6647 -2.9028 -0.1899 0.2022 0.5685 -0.6456
S 1.0384 -1.0201 -1.2583 0.0365 0.7553 -0.0649
S -1.9676 0.6195 -2.4020 0.1546 0.5536 0.0346
O -3.7961 -2.2696 -2.6002 1.3221 -0.9150 -0.7524
N -4.9976 -0.8442 -1.3886 0.3916 -0.6427 0.6389
C 0.9159 1.6565 -4.4670 -0.9064 1.9037 -0.6937
C -0.7006 2.0415 -6.3525 -1.0378 -0.3024 0.2359
C 2.2597 -2.8841 2.1987 -0.4737 1.2957 0.4809
C 4.4689 -3.0114 -0.9221 0.6338 0.6971 -0.0539
C -3.3311 -1.9508 3.3703 -1.5533 0.6027 0.0208
C -1.1597 3.9960 3.9070 -0.2386 0.9063 0.4474
C 1.7699 -5.5377 1.1810 -1.1927 -0.4359 -1.2113
C -3.6808 -0.6474 3.7713 -0.5116 -0.8960 -0.9143
C 1.8844 4.1590 -2.5194 0.1154 0.0610 -0.2420
C 3.1238 -2.6728 3.3148 -1.3547 -0.3537 -1.2938
C 2.8675 -3.3130 0.8751 0.9506 0.1609 -0.4207
C 5.0712 -4.9436 -2.5249 -0.7528 0.6658 0.3258
C 2.5006 -3.1816 -5.2829 -0.3373 0.4586 -1.1316
C 2.2976 4.7833 -1.3761 1.2684 1.1127 1.3718
C 2.6783 -4.6470 0.4075 0.5893 1.0873 0.0831
C -4.6700 -2.1169 -1.7703 -1.5939 1.7178 0.8519
C -2.6840 0.1754 4.2583 1.1400 0.2329 0.6997
C 0.7386 3.5004 2.4325 0.5932 -0.1700 -0.2464
C -1.1320 1.6457 -7.7432 -0.6059 0.7722 0.3894
C -1.3859 2.9641 -5.5903 0.7216 0.2881 1.8475
C -1.6198 4.4533 -3.5961 -0.2989 -1.2441 -0.5011
C 2.2609 1.1078 -4.0223 -0.3097 -0.8618 0.3225
C 1.5847 4.6111 -0.1914 0.3619 -0.0153 -0.6076
C 0.5952 3.6470 -0.0657 -0.5806 -0.2362 0.5217
C 0.1982 3.7013 3.6563 0.6971 -0.4488 1.4496
C -1.9867 4.0678 2.7957 -0.7265 -0.1500 -1.6457
C -0.0822 3.6395 1.2655 0.9659 -0.3041 0.3885
C -1.0254 -1.5521 3.7980 1.0173 0.5897 -0.0882
C 2.6478 -2.2711 4.5505 0.2372 0.4143 0.6473
C -5.5695 -3.2597 -1.3154 -0.4791 0.8656 0.3479
C -5.1378 -0.2401 3.5863 0.6192 0.1085 -0.4258
C 3.3754 -5.1078 -0.7221 -0.4599 -0.7141 0.8428
C 1.3034 -1.9706 4.6896 -0.9560 -0.8784 -0.8706
C -1.4768 3.9165 1.4886 -0.5340 0.1963 0.0800
C 0.8738 -2.4958 2.3389 1.4645 1.1315 -0.4626
C -2.0512 -2.4181 3.4236 0.2070 -0.6364 -0.5190
C 0.3535 1.3745 -5.7342 1.1469 -0.4817 1.4424
C 4.0442 -1.0095 0.5159 1.6018 -0.1831 0.6546
C -0.3208 0.5904 4.9598 0.6587 1.0762 0.4888
C -1.6251 4.3477 5.2973 0.0023 -0.0548 0.5265
C 3.8049 -2.4594 0.1813 -1.0851 -1.5054 0.0717
C 0.3985 -2.0264 3.5866 0.6519 0.2751 1.0446
C -1.8557 -3.8908 3.1438 -0.1152 -0.4404 -0.8428
C -1.3261 -0.2517 4.3074 -1.9022 -1.3175 -1.0175
C 4.3156 -4.3298 -1.3579 -0.1521 0.2150 -0.3678
C 2.1650 3.0268 2.4089 1.0823 -1.3438 0.3989
C -0.9030 3.3042 -4.2989 -0.8896 0.7625 -0.4099
C 0.3023 2.8575 -1.1956 0.0887 -0.8241 -0.3155
C 0.2489 2.7213 -3.7356 0.9506 -1.6180 -0.1630
C -2.3344 4.1309 0.2788 -0.4598 1.5184 0.6220
C 0.8314 3.2515 -2.4413 -0.8033 -0.8195 -0.5668
H -4.1225 -2.6298 2.9960 0.4874 0.5186 0.3618
H 2.9212 3.8246 2.1813 -0.7178 -0.7069 0.3830
H -6.4334 -3.2472 -2.0174 0.5837 -0.4307 0.5913
H -2.1415 5.0846 -0.2738 0.4887 -0.6839 0.4593
H 2.3323 0.9224 -2.9242 -0.1094 0.4135 -0.6989
H -1.3897 5.4077 5.5771 -0.1528 -0.5952 -0.6489
H -2.6702 -4.3040 2.5142 0.2667 0.4702 0.3538
H 3.2672 -6.1609 -1.0535 -0.1346 0.7274 0.3425
H -1.9233 -4.4322 4.0891 0.3605 -0.0822 -0.0071
H 2.0430 -6.5905 1.0347 -0.0911 0.2535 0.1563
H 0.5055 0.9256 4.3267 0.0173 -0.2570 -0.1614
H -1.8397 0.8115 -7.7341 -0.3130 0.2843 0.2262
H -0.2763 1.2114 -8.2044 0.6944 0.1008 -0.9315
H 0.8385 3.5300 4.5404 -0.3614 0.2349 -0.5576
H 2.2571 -2.7013 -4.3498 0.2799 -0.0701 0.3458
H -5.3459 -0.0015 2.5041 0.2107 -0.0642 1.0804
H 1.7904 -5.2810 2.2326 -0.2782 -0.1482 0.1416
H 2.3449 2.5605 3.4406 0.1912 0.8845 -1.4746
H 0.8776 -1.7888 5.6650 0.1496 0.1953 0.0562
H -2.0376 5.1108 -4.3351 -0.3174 0.2681 -0.3344
H 5.1913 -2.3463 -1.4290 -0.3651 -0.4745 0.1220
H -2.7176 4.2109 5.4560 0.7660 0.0280 -0.2549
H 2.3539 2.1719 1.6874 -0.4393 1.0878 0.5768
H 3.3254 -2.1333 5.4293 -0.5830 -0.2472 -0.9813
H -0.9327 -4.1397 2.5920 -0.3094 0.0684 0.6343
H -2.4379 4.0788 -2.9741 0.0557 0.0474 0.0535
H -5.3351 0.6214 4.2246 -0.3531 0.0150 -0.1971
H 2.4075 4.3479 -3.4506 -0.2520 -0.0660 -0.0714
H 4.2058 -0.4868 -0.4454 0.0430 0.0718 0.7008
H -0.7472 1.4923 5.4132 -0.2210 -0.1537 -0.2039
H -4.9974 -4.1796 -1.2942 -0.2194 -0.0925 -0.1772
H 0.1031 0.0406 5.7810 0.3685 -0.0129 0.3613
H 4.3560 -5.4432 -3.1964 0.3588 0.2277 0.0667
H 3.2248 -0.5736 1.0669 -0.4153 0.1928 0.0254
H 1.8325 5.2319 0.6351 0.1406 0.3614 0.6178
H 2.3331 0.1105 -4.4747 0.4091 0.1919 -0.0602
H 3.1445 1.7149 -4.3315 -0.8295 -0.3183 0.0929
H -4.2412 -0.1594 -1.4535 -0.5856 -0.2647 -0.1879
H 2.3722 -4.2646 -5.2699 0.1483 0.2917 -0.0127
H 0.7219 0.5083 -6.2343 0.6821 -0.3649 -0.5691
H -1.5739 2.5233 -8.2969 0.6043 -1.1015 0.4310
H 5.7725 -5.6814 -2.1800 0.3282 -0.3734 0.1960
H -2.3226 3.4291 -5.8527 0.0495 0.1132 -0.5947
H 5.6191 -4.1663 -3.0350 0.1575 0.0771 -0.4362
H -2.9115 1.1620 4.7080 -0.0122 -0.5828 -0.4395
H -5.6446 -0.7257 -0.6131 0.2526 -0.0355 -0.2262
H -3.0618 4.2667 2.9396 0.6457 -0.0365 -0.2318
H 0.7320 -5.4055 0.7301 0.9287 -0.2464 0.9282
H 4.1589 -2.7804 3.1191 0.9268 -0.3940 0.0960
H 4.9626 -0.8839 1.2095 -1.2499 -0.1630 -1.2650
H 3.2202 5.4290 -1.2855 -1.2821 -0.6554 -0.6081
H -0.9600 5.0356 -3.0095 0.7035 0.5237 0.7888
H -1.0584 3.7847 6.0684 -0.3831 0.0546 -0.5200
H -2.3027 3.3396 -0.4451 0.0214 -0.5442 -0.2429
H -5.7881 -1.0773 3.8603 0.0305 0.2715 0.0372
H -3.3263 4.3070 0.6597 -0.6799 -0.3729 -0.1860
```
Forces are in eV/Å.

## Properties
Highest occupied orbital energy (alpha / beta) ... -12.269 / -12.267 eV
Total charge ... +2
Gap between HOMO and LUMO (alpha / beta) ... 3.32 / 3.56 eV

No. 2
The following is a quantum chemistry calculation of a structure of composition C51H56F3I2N9O4P2PbSSb, from the OMol25 dataset.

XYZ file:
```
130
Properties=species:S:1:pos:R:3:forces:R:3
Pb 0.7237 -0.9421 -0.3113 -0.0564 -0.0569 -0.0820
I 1.3842 0.4661 -5.1703 0.0049 -0.0414 -0.0006
I 6.8838 2.5755 -3.9902 -0.0135 -0.0054 0.0030
Sb -1.0877 2.2721 -1.0470 -0.0208 -0.0671 0.0071
S 1.3147 -3.2092 -3.2909 -0.0580 -0.0039 -0.1077
P -0.0423 -2.4148 3.2837 -0.1138 -0.0002 0.0185
P -0.2632 0.5040 3.2974 -0.0510 0.0158 0.0632
F -7.1408 3.8064 -1.3021 -0.0062 0.0028 -0.0034
F 0.9089 5.1734 -6.1993 -0.0046 0.0041 -0.0005
F 0.4188 6.5036 3.3368 0.0042 0.0183 0.0018
O -0.2750 -0.9771 3.9640 0.0237 0.0274 -0.0163
O -0.2709 0.4325 1.8191 0.0463 0.0338 0.0524
O 1.4198 0.3674 -2.0245 0.0188 0.0846 0.0100
O 0.7669 -2.4493 2.0531 0.1507 0.0163 0.0138
N -1.6025 -2.8796 2.9795 0.0072 0.0191 0.0173
N 1.0281 1.1572 4.0701 0.0004 0.0099 -0.0508
N 3.0431 -0.0420 0.5234 -0.0750 0.0542 0.0406
N 0.7086 -3.2125 4.5095 0.0016 -0.0034 -0.0362
N -1.5699 1.2997 3.8629 0.0231 -0.0183 -0.0217
N -0.0192 -2.7218 -2.3584 0.1097 -0.0413 0.0453
N -1.5985 -3.1727 -4.0527 0.0091 -0.0692 -0.0399
N -2.0055 -1.7511 -0.7834 -0.0153 0.0020 -0.0112
N 2.6688 -2.7032 -0.1579 -0.0315 -0.0990 -0.0404
C 1.3029 2.5708 3.8043 -0.0328 0.0157 0.0000
C 1.6605 -4.2784 4.2136 0.0078 0.0008 0.0089
C 4.7812 -3.3344 0.7314 -0.0059 0.0042 0.0080
C 3.2328 1.3082 -0.0519 0.0179 0.0189 0.0423
C 3.1905 -5.0135 0.1455 0.0030 -0.0070 0.0039
C 0.6678 -3.2052 -4.9354 0.0355 0.0036 0.0238
C -1.2176 -2.7953 -2.7956 -0.0220 0.0648 0.1059
C -3.1465 2.8504 -1.1378 0.0133 -0.0040 -0.0436
C -2.3301 -2.5041 -1.8325 -0.0141 0.0199 0.0244
C 4.2144 -0.9059 0.4156 0.0440 -0.0303 -0.0124
C 1.0420 5.2927 1.4225 0.0289 -0.0207 -0.0120
C 3.5558 1.2807 -1.5180 -0.0367 -0.0224 -0.0351
C -4.5733 -2.7319 -1.0455 -0.0139 -0.0043 0.0175
C -0.7015 -3.1891 -5.1504 0.0014 0.0096 -0.0277
C -4.9023 4.5135 -1.2851 -0.0019 0.0056 0.0063
C 1.5343 -3.2089 -6.0136 0.0167 0.0188 -0.0375
C -0.5538 3.7659 0.4131 -0.0291 0.0221 0.0059
C -0.3299 -3.2073 -7.5237 0.0025 -0.0085 0.0199
C 3.8621 -2.3718 0.3275 -0.0058 0.0286 0.0520
C -4.1194 1.8543 -1.1204 0.0174 -0.0029 0.0203
C 0.7047 4.3634 0.4455 -0.0226 0.0127 0.0172
C 4.7722 1.7734 -1.9732 0.0030 0.0228 -0.0046
C -3.6066 -3.0289 -1.9959 0.0085 -0.0078 -0.0163
C -1.4738 4.1234 1.3984 0.0418 0.0440 -0.0124
C -4.2369 -1.9357 0.0350 0.0063 -0.0056 0.0030
C -2.6352 -2.7582 4.0017 -0.0071 0.0015 -0.0151
C 4.0919 1.4264 -4.2481 -0.0058 0.0161 -0.0081
C 4.4452 -4.6712 0.6301 -0.0072 -0.0117 -0.0028
C 2.3368 -3.9952 -0.2289 0.0298 0.0234 0.0074
C 2.8800 0.9345 -3.7995 -0.0100 -0.0159 -0.0031
C 0.0997 5.6149 2.3772 -0.0092 -0.0098 0.0070
C -1.7824 -4.0373 2.1051 -0.0028 -0.0152 0.0191
C 1.3869 4.2041 -4.1170 0.0051 -0.0056 0.0060
C 1.0381 -3.2299 -7.3108 -0.0025 0.0154 0.0117
C 0.4692 4.5715 -5.0800 -0.0060 -0.0145 -0.0003
C -1.1604 5.0508 2.3835 0.0000 -0.0074 0.0032
C -0.8831 4.3336 -4.9385 -0.0021 0.0068 -0.0024
C 5.0483 1.8366 -3.3286 0.0205 -0.0093 0.0011
C -1.7801 1.5166 5.2880 0.0105 0.0026 0.0046
C -5.4736 2.1636 -1.1751 -0.0053 0.0025 0.0075
C -1.3299 3.7094 -3.7816 -0.0043 0.0192 -0.0093
C -5.8351 3.4923 -1.2529 0.0102 -0.0149 -0.0092
C 2.2175 0.3913 4.4155 0.0300 -0.0112 0.0081
C -2.9296 -1.4760 0.1264 -0.0320 -0.0117 -0.0172
C -2.7671 1.4408 3.0434 -0.0193 -0.0458 0.0315
C 0.9214 3.5699 -2.9754 -0.0107 0.0133 -0.0152
C 2.5792 0.8128 -2.4286 0.0240 0.0108 0.0446
C -1.1998 -3.1755 -6.4410 -0.0040 -0.0055 -0.0200
C 0.2152 -3.1960 5.8797 -0.0102 -0.0064 -0.0087
C -3.5580 4.1815 -1.2276 -0.0011 0.0014 0.0148
C -0.4368 3.3252 -2.7848 -0.0104 0.0272 0.0426
H -3.8237 0.8113 -1.0675 -0.0132 0.0173 -0.0092
H -2.6477 -3.6126 4.6873 -0.0001 0.0021 -0.0045
H -2.8202 4.9753 -1.2552 0.0031 0.0036 0.0070
H 2.6500 0.8015 5.3298 -0.0023 -0.0056 -0.0032
H -6.2394 1.3994 -1.1640 -0.0002 0.0008 -0.0003
H 1.7227 -3.2446 -8.1475 -0.0049 -0.0032 0.0003
H -2.1417 2.5329 5.4562 0.0000 -0.0033 -0.0055
H 1.9420 2.7016 2.9251 0.0152 -0.0218 0.0024
H 2.4411 4.3907 -4.2741 -0.0033 -0.0010 0.0003
H -0.8454 1.3882 5.8286 -0.0015 0.0049 0.0060
H 2.8789 -6.0447 0.0575 0.0036 0.0021 0.0004
H -2.5533 -2.9733 -4.2995 -0.0316 0.0035 -0.0075
H -2.7611 -3.9693 1.6265 0.0031 -0.0043 0.0024
H -2.5996 -0.8692 0.9629 0.0006 0.0251 0.0125
H -2.5118 1.3410 1.9912 0.0003 -0.0005 -0.0049
H -0.4602 -2.3574 6.0349 0.0053 0.0065 0.0064
H 4.9061 -0.7620 1.2524 0.0336 0.0273 -0.0209
H -4.9641 -1.6786 0.7934 0.0032 0.0030 -0.0007
H -1.7365 -4.9827 2.6577 0.0047 0.0022 -0.0001
H 2.5242 -4.1865 4.8761 -0.0051 0.0018 -0.0020
H -3.5201 0.6899 3.3084 0.0037 -0.0059 0.0010
H 1.8035 3.0067 4.6699 -0.0148 0.0050 0.0012
H -2.4698 3.6991 1.3882 -0.0080 0.0200 -0.0204
H 2.9840 0.4579 3.6334 -0.0055 -0.0024 0.0005
H 2.7837 0.0635 1.4998 0.0083 -0.0605 0.0015
H -2.4958 -1.8450 4.5775 -0.0013 -0.0041 0.0006
H -3.6103 -2.7067 3.5132 -0.0040 0.0013 -0.0046
H 1.0551 -3.0847 6.5689 -0.0043 -0.0006 -0.0029
H 1.4419 4.1356 -0.3141 0.0166 -0.0066 -0.0117
H -3.8457 -3.6868 -2.8204 0.0102 0.0162 -0.0080
H 1.6511 3.2454 -2.2443 0.0153 -0.0095 -0.0069
H 0.3734 3.1092 3.6283 -0.0012 0.0040 -0.0130
H 4.2831 1.5054 -5.3098 -0.0014 -0.0034 0.0021
H -2.3926 3.5320 -3.6636 0.0211 -0.0138 -0.0203
H -2.5213 0.8181 5.6890 0.0032 -0.0059 -0.0028
H 1.2158 -5.2663 4.3680 -0.0046 0.0007 -0.0034
H -2.2719 -3.1523 -6.6018 0.0044 0.0030 -0.0021
H 4.0234 1.8527 0.4782 -0.0020 0.0051 -0.0008
H -0.3095 -4.1227 6.1306 -0.0054 -0.0016 -0.0028
H -0.7279 -3.2106 -8.5290 0.0023 0.0034 0.0012
H 5.5041 2.1268 -1.2556 -0.0029 -0.0013 -0.0007
H -5.5741 -3.1302 -1.1482 -0.0005 0.0038 -0.0013
H 5.7436 -3.0287 1.1208 -0.0011 -0.0030 0.0009
H 5.1473 -5.4369 0.9335 -0.0018 0.0017 -0.0016
H -1.0186 -4.0360 1.3302 -0.0009 0.0007 0.0000
H 2.6027 -3.1819 -5.8388 0.0011 -0.0115 0.0001
H 1.3424 -4.2119 -0.6020 0.0019 0.0003 -0.0033
H 1.9995 -4.1945 3.1838 0.0053 0.0009 0.0032
H -3.2010 2.4286 3.2051 -0.0038 -0.0055 0.0149
H 2.2913 1.8446 0.1163 0.0043 0.0018 -0.0013
H -1.8774 5.3484 3.1379 0.0000 -0.0014 0.0021
H 2.0121 5.7716 1.4421 -0.0021 -0.0001 -0.0013
H -1.5651 4.6367 -5.7214 0.0010 -0.0026 0.0005
H 1.9783 -0.6555 4.5855 0.0019 0.0127 0.0018
H -5.2352 5.5402 -1.3574 0.0017 -0.0022 0.0048
H 4.7578 -0.6280 -0.4914 -0.0445 -0.0153 -0.0236
```
Forces are in eV/Å.

## Properties
Highest occupied orbital energy ... -9.224 eV
Total charge ... +1
ΔE to the lowest compared entry with this formula, charge and spin ... 0.000 eV
Gap between HOMO and LUMO ... 6.88 eV